Run i
C13H16N2OS | ωB97M-V/def2-TZVPD

The geometry in XYZ format:
```
33
C13H16N2OS (ωB97M-V/def2-TZVPD)
C 3.086 -0.687 1.561
S 2.374 -1.361 -0.022
C 1.823 0.097 -0.817
N 2.242 1.303 -0.592
C 1.522 2.121 -1.437
C 0.654 1.427 -2.205
N 0.811 0.135 -1.825
C 0.220 -1.018 -2.516
C -0.741 -1.849 -1.650
C -1.970 -1.086 -1.095
C -1.672 -0.408 0.227
C -1.301 -1.116 1.381
C -0.980 -0.427 2.546
C -1.052 0.970 2.584
O -0.732 1.637 3.700
C -1.482 1.672 1.456
C -1.790 1.004 0.271
H 3.313 -1.541 2.214
H 2.381 -0.017 2.069
H 3.956 -0.042 1.413
H 1.628 3.201 -1.405
H -0.108 1.722 -2.918
H 1.033 -1.664 -2.856
H -0.330 -0.672 -3.389
H -0.202 -2.312 -0.807
H -1.149 -2.637 -2.299
H -2.771 -1.827 -0.965
H -2.325 -0.346 -1.817
H -1.342 -2.199 1.351
H -0.665 -1.011 3.408
H -0.816 2.585 3.557
H -1.529 2.741 1.474
H -2.085 1.606 -0.598
```

Values from the calculation:
Lowest unoccupied orbital energy: 0.77 eV
Structure (SMILES): CSc1nccn1CCCc1ccc(O)cc1



Run ii
C13H16N2OS | ωB97M-V/def2-TZVPD

The geometry in XYZ format:
```
33
C13H16N2OS (ωB97M-V/def2-TZVPD)
C 3.053 -3.478 -1.037
C 2.354 -2.182 -0.814
C 2.805 -0.950 -1.237
C 1.931 0.163 -0.858
C 0.829 -0.263 -0.133
C -0.173 0.681 0.455
O 0.571 1.701 1.105
C -0.982 1.172 -0.722
C -1.575 0.317 -1.605
N -2.245 0.683 -2.661
C -2.444 1.983 -2.883
N -1.968 2.897 -2.020
C -1.188 2.537 -0.999
C -1.109 0.029 1.519
C -2.227 0.978 2.013
C -0.360 -0.448 2.797
S 0.864 -1.996 0.064
H 3.978 -3.323 -1.580
H 3.304 -3.939 -0.077
H 2.478 -4.179 -1.622
H 3.714 -0.843 -1.772
H 2.092 1.234 -1.063
H 1.138 1.284 1.740
H -1.417 -0.757 -1.471
H -3.047 2.289 -3.719
H -0.673 3.266 -0.371
H -1.591 -0.886 1.063
H -2.907 1.298 1.242
H -2.842 0.490 2.802
H -1.746 1.877 2.434
H -1.018 -1.011 3.455
H 0.497 -1.052 2.552
H -0.096 0.429 3.401
```

Values from the calculation:
Lowest unoccupied orbital energy: 0.62 eV
Structure (SMILES): Cc1ccc([C@@](O)(c2cncnc2)C(C)C)s1



Top of the stability list: run i, leading by 40.8 kJ/mol.